Molecular formula: C7H7BrClN
Method: DFT, ωB97M-V/def2-TZVPD

Each line ends with the natural charge from an NBO analysis.
Cartesian coordinates (Å):
1 Br 1.635 1.060 -1.829  0.30
2 Cl 0.853 -1.696 -2.028  0.18
3 N 0.644 -0.157 -2.672  -0.53
4 C -1.792 0.214 -1.244  -0.24
5 C -0.457 -1.142 0.281  -0.17
6 C -0.327 1.287 0.405  -0.19
7 C 1.020 -0.040 1.889  -0.20
8 C 0.643 1.187 1.341  -0.22
9 C 0.434 -1.191 1.394  -0.22
10 C -0.844 0.136 -0.190  -0.12
11 H 0.711 -2.187 1.657  0.21
12 H 1.113 1.887 1.898  0.21
13 H -0.582 2.239 0.004  0.22
14 H -2.034 1.097 -1.723  0.19
15 H -2.001 -0.689 -1.692  0.18
16 H 1.723 0.011 2.648  0.21
17 H -0.737 -2.016 -0.141  0.21

Output
Calculated total energy = -3359.7005 Ha
Net charge = 0
Strongest force on any atom = 5.3 eV/A
HOMO energy (spin up / spin down) = -9.1 / -7.6 eV


Molecular formula: C5H6O
Method: DFT, ωB97M-V/def2-TZVPD

Each line ends with the natural charge from an NBO analysis.
Cartesian coordinates (Å):
1 O 2.327 -0.398 -1.021  -0.47
2 C -2.583 0.008 0.049  -0.70
3 C -1.162 0.069 0.023  0.03
4 C 1.236 0.300 -0.459  -0.01
5 C -0.051 -0.313 -0.300  -0.11
6 C 2.342 -0.156 0.374  -0.09
7 H -3.194 0.360 0.870  0.24
8 H -3.026 0.259 -0.936  0.24
9 H 2.199 -1.039 0.996  0.19
10 H 1.168 1.353 -0.724  0.19
11 H -2.298 -1.034 0.394  0.30
12 H 3.041 0.592 0.735  0.18

Output
Calculated total energy = -269.1895 Ha
SMILES = CC#C[C@H]1CO1
Net charge = 0
Strongest force on any atom = 2.6 eV/A
Energy above the lowest of the compared OMol25 structures with the same formula, charge and spin = 411.42 kJ/mol
HOMO energy = -9.4 eV


Molecular formula: C4H11NS
Method: DFT, ωB97M-V/def2-TZVPD

Each line ends with the natural charge from an NBO analysis.
Cartesian coordinates (Å):
1 S -1.137 1.705 -0.119  0.16
2 N 1.904 -2.307 1.120  -0.95
3 C -0.117 -0.918 0.056  -0.46
4 C 0.063 0.412 0.661  -0.47
5 C -0.403 1.823 -1.812  -0.76
6 C 0.459 -2.329 0.450  -0.18
7 H -0.073 -2.911 1.260  0.21
8 H 1.073 0.765 0.649  0.21
9 H -0.342 0.286 1.763  0.22
10 H -1.182 -1.131 0.263  0.23
11 H -0.604 2.825 -2.127  0.23
12 H -0.601 1.198 -2.690  0.22
13 H 0.153 -0.830 -1.012  0.20
14 H 0.633 -2.850 -0.506  0.19
15 H 0.689 1.947 -1.603  0.22
16 H 2.362 -1.460 0.680  0.33
17 H 2.754 -2.908 1.256  0.40

Output
Calculated total energy = -611.8526 Ha
SMILES = CSCCCN
Net charge = 0
Strongest force on any atom = 4.1 eV/A
Energy above the lowest of the compared OMol25 structures with the same formula, charge and spin = 235.17 kJ/mol
HOMO energy = -8.7 eV


Molecular formula: C32H65BrO8
Method: DFT, ωB97M-V/def2-TZVPD

Each line ends with the Mulliken charge.
Cartesian coordinates (Å):
1 Br -1.747 1.433 0.644  -0.24
2 O -5.594 1.212 5.565  -0.48
3 O -1.051 -1.012 -1.540  -0.41
4 O 5.871 3.987 -4.424  -0.37
5 O -0.785 -3.245 1.636  -0.43
6 O 2.207 1.618 -1.495  -0.40
7 O -3.234 0.430 -1.431  -0.30
8 O 7.996 -2.193 0.454  -0.42
9 O -5.792 -3.330 3.638  -0.18
10 C -1.396 2.955 -4.001  -1.42
11 C -0.232 1.986 -3.719  -0.62
12 C 6.580 -2.721 2.273  -0.62
13 C 0.124 -1.784 -1.442  -0.31
14 C -4.897 0.493 4.542  -0.14
15 C 6.861 4.955 -4.782  -0.50
16 C -3.438 0.913 4.643  -0.05
17 C -2.794 -2.492 2.636  0.44
18 C -4.653 1.811 6.459  -0.51
19 C -4.347 1.138 -1.952  -0.83
20 C -1.198 -4.235 2.582  -0.59
21 C 5.217 4.952 -6.480  -0.60
22 C 5.935 -1.607 1.454  -0.46
23 C -2.157 -3.540 3.540  -0.63
24 C 2.906 0.955 -2.561  -0.18
25 C -8.001 -3.667 2.868  -0.60
26 C 7.590 -3.285 1.283  -0.42
27 C 4.503 1.533 -0.919  -0.31
28 C 7.124 -1.081 0.663  -0.24
29 C -1.709 -0.048 -4.200  -1.86
30 C 3.160 2.148 -0.563  -0.55
31 C -1.621 -2.084 1.758  0.10
32 C -6.752 -2.812 2.713  -0.39
33 C -2.057 1.119 -1.312  0.02
34 C -7.928 -4.056 4.342  -0.60
35 C 4.370 1.345 -2.425  -0.32
36 C -0.838 0.363 -1.842  -0.30
37 C -3.299 1.194 6.136  -0.64
38 C 6.711 5.187 -6.279  -0.55
39 C -0.606 0.550 -3.339  1.07
40 C 4.951 3.814 -5.506  -0.25
41 C -6.430 -4.240 4.537  -0.49
42 H -1.037 -1.285 2.229  0.15
43 H 7.046 6.176 -6.587  0.34
44 H 5.345 2.159 -0.629  0.49
45 H 4.614 0.562 -0.428  -0.14
46 H -2.350 2.470 -4.168  0.25
47 H -1.431 0.111 -5.238  0.48
48 H 7.846 4.577 -4.507  0.27
49 H 5.456 -0.838 2.058  0.39
50 H -2.876 -4.223 3.990  0.29
51 H -0.318 -4.641 3.081  0.32
52 H -3.267 1.828 4.070  0.19
53 H 5.044 0.594 -2.835  0.51
54 H 0.270 -0.058 -3.555  0.32
55 H -3.171 0.257 6.683  0.29
56 H -8.498 -4.950 4.590  0.34
57 H 0.020 0.712 -1.276  0.58
58 H 4.655 5.841 -6.186  0.29
59 H 0.403 2.441 -2.968  0.08
60 H 7.668 -0.315 1.226  0.24
61 H -5.340 0.726 3.573  0.27
62 H -5.189 1.065 -1.273  0.30
63 H -6.103 -4.024 5.555  0.28
64 H -8.291 -3.236 4.964  0.27
65 H -8.912 -3.135 2.599  0.35
66 H -2.466 1.850 6.384  0.35
67 H 3.179 3.238 -0.671  0.26
68 H 4.946 4.702 -7.505  0.35
69 H -4.649 0.691 -2.894  0.30
70 H -1.598 -3.053 4.343  0.28
71 H -2.093 2.117 -1.726  0.43
72 H 0.219 -2.477 -2.279  0.26
73 H -1.923 -1.748 0.767  -0.10
74 H 5.185 -2.025 0.778  0.25
75 H 4.560 2.289 -2.938  -0.09
76 H -2.755 0.150 4.273  0.13
77 H -7.928 -4.559 2.241  0.27
78 H 8.469 -3.710 1.768  0.28
79 H -1.183 3.536 -4.890  0.38
80 H 6.840 -0.662 -0.303  0.15
81 H -3.581 -2.949 2.034  0.05
82 H -4.971 1.628 7.486  0.30
83 H 6.671 5.873 -4.216  0.27
84 H 0.374 1.932 -4.619  0.59
85 H -4.648 2.893 6.285  0.27
86 H -5.015 -0.581 4.727  0.04
87 H 2.836 1.906 0.449  0.33
88 H 3.933 3.819 -5.114  0.19
89 H -3.230 -1.654 3.177  -0.28
90 H 7.096 -2.298 3.138  0.28
91 H 5.140 2.840 -5.971  0.27
92 H -1.793 -1.104 -3.988  0.37
93 H 0.122 -2.376 -0.532  0.09
94 H -6.118 -5.259 4.281  0.29
95 H -2.664 0.437 -4.058  0.22
96 H 7.286 4.443 -6.836  0.26
97 H -4.148 2.194 -2.115  0.34
98 H -6.333 -2.847 1.707  0.27
99 H 2.768 -0.125 -2.440  0.14
100 H -1.524 3.678 -3.202  0.39
101 H -6.952 -1.765 2.968  0.24
102 H -1.697 -5.047 2.042  0.28
103 H 7.137 -4.055 0.649  0.27
104 H 2.475 1.254 -3.517  0.16
105 H 1.026 -1.176 -1.435  -0.02
106 H 5.875 -3.469 2.629  0.34

Output
Calculated total energy = -4434.0730 Ha
SMILES = CC[C@H](C)[C@H](OC)[C@H](Br)OC.C1CCOC1.C1CCOC1.C1CCOC1.C1CCOC1.C1CCOC1.C1CCOC1
Net charge = 0
Strongest force on any atom = 0.9 eV/A
HOMO energy = -9.0 eV


Molecular formula: C4H8O
Method: DFT, ωB97M-V/def2-TZVPD

Each line ends with the natural charge from an NBO analysis.
Cartesian coordinates (Å):
1 O -1.950 -0.714 0.005  -0.71
2 C -1.255 0.461 -0.370  -0.06
3 C 2.408 -0.166 -0.116  -0.40
4 C 0.038 0.677 0.330  -0.47
5 C 1.103 -0.353 0.047  -0.17
6 H -0.059 0.711 1.468  0.21
7 H 3.097 -1.021 -0.205  0.20
8 H 2.790 0.802 -0.250  0.18
9 H 0.774 -1.373 0.165  0.20
10 H -1.867 1.339 -0.092  0.16
11 H -2.169 -0.538 0.946  0.46
12 H -1.182 0.398 -1.461  0.19
13 H 0.447 1.670 0.047  0.22

Output
Calculated total energy = -232.4025 Ha
SMILES = C=CCCO
Net charge = 0
Strongest force on any atom = 2.3 eV/A
Energy above the lowest of the compared OMol25 structures with the same formula, charge and spin = 113.13 kJ/mol
HOMO energy = -9.7 eV


Molecular formula: C3H8O2
Method: DFT, ωB97M-V/def2-TZVPD

Each line ends with the natural charge from an NBO analysis.
Cartesian coordinates (Å):
1 O -0.215 -1.602 1.212  -0.71
2 O -0.652 0.634 -0.172  -0.56
3 C 0.690 0.377 0.205  -0.09
4 C 0.636 -0.506 1.446  -0.08
5 C -0.893 0.517 -1.555  -0.25
6 H 1.213 -0.159 -0.600  0.17
7 H -1.018 -1.203 0.844  0.47
8 H -0.438 1.341 -2.123  0.17
9 H 1.633 -0.903 1.665  0.18
10 H 0.302 0.083 2.315  0.16
11 H 1.223 1.318 0.402  0.18
12 H -1.977 0.541 -1.695  0.19
13 H -0.504 -0.437 -1.944  0.17

Output
Calculated total energy = -269.5490 Ha
SMILES = COCCO
Net charge = 0
Strongest force on any atom = 0.4 eV/A
Energy above the lowest of the compared OMol25 structures with the same formula, charge and spin = 120.38 kJ/mol
HOMO energy = -10.1 eV